a | This record from the Open Molecules 2025 dataset describes a cluster of 3 separate species, C2H10N2O3 in total. The level of theory is wB97M-V/def2-TZVPD.

Last column: natural (NBO) charge in e.
Positions of all 17 atoms, in Å:
C 1.1073 1.0305 1.6609  -0.4097
N 0.6430 0.8585 0.2852  -0.6519
C 0.9424 -0.3302 -0.3203  0.7644
N 0.3197 -0.5726 -1.5297  -0.8629
O 1.5904 -1.2136 0.2437  -0.6570
H 2.1262 1.3664 1.7753  0.1895
H 0.8961 0.1384 2.2360  0.2370
H 0.4247 1.7594 2.0642  0.1933
H 0.6956 1.7047 -0.3209  0.3925
H -0.1355 0.1861 -2.0080  0.3995
H 0.4650 -1.3927 -2.0749  0.4034
O -1.6200 -1.1864 1.1025  -0.9547
H -1.3918 -0.4957 0.4650  0.4760
H -1.3653 -2.0385 0.7338  0.4764
O -1.9695 1.2277 -1.3727  -0.9559
H -2.6030 1.9108 -1.1255  0.4804
H -2.4617 0.3993 -1.2236  0.4797

The calculation puts the orbital gap at 9.9199 eV. The HOMO energy comes out at -9.489 eV.

***

b | This record from the Open Molecules 2025 dataset describes a cluster of 3 separate species, C2H10N2O3 in total. The level of theory is wB97M-V/def2-TZVPD.

Last column: natural (NBO) charge in e.
Positions of all 17 atoms, in Å:
N -1.7445 0.3256 -2.1965  -0.7903
C -0.2852 0.1744 -1.9060  -0.3284
C 0.2602 0.6629 -0.4944  0.6912
N -0.6543 1.2079 0.3080  -0.8363
O 1.4260 0.4477 -0.2054  -0.6637
H -1.9077 1.3187 -2.0363  0.3291
H -2.1899 -0.1321 -1.4031  0.3494
H -0.0657 -0.8942 -1.8057  0.2259
H 0.2312 0.7198 -2.6768  0.2128
H -1.3727 1.7799 -0.0675  0.3936
H -0.4512 1.1476 1.3051  0.4424
O -0.3449 -0.3618 2.7988  -0.9703
H 0.3646 -1.0024 2.6650  0.5052
H -1.1744 -0.8360 2.7646  0.4728
O 1.3570 -1.8699 0.8100  -0.9915
H 1.6754 -1.0326 0.3900  0.4951
H 2.1009 -2.4360 0.6180  0.4630

The calculation puts the orbital gap at 10.2105 eV. The HOMO energy comes out at -9.553 eV.

***

Each structure's energy above the most stable one, in eV: a 0.000; b 0.372.

***

a | This record from the Open Molecules 2025 dataset describes a cluster of 2 separate species, C6H15NO2 in total. The level of theory is wB97M-V/def2-TZVPD.

Last column: natural (NBO) charge in e.
Positions of all 24 atoms, in Å:
C -1.7028 -1.0194 1.3554  -0.6419
C -0.7065 0.0682 1.0732  -0.2999
C -0.9776 1.1987 0.3796  0.1862
C -2.2088 1.4094 -0.4539  -0.6610
N -0.0095 2.1822 0.2716  -0.8139
H -2.3217 -0.7756 2.2257  0.2139
H -2.3745 -1.1925 0.5165  0.2005
H -1.1829 -1.9529 1.5745  0.2074
H 0.1261 0.1030 1.7641  0.2099
H -2.4412 2.4754 -0.5092  0.2189
H -2.0533 1.0470 -1.4762  0.2152
H -3.0668 0.8912 -0.0339  0.2245
H 0.9310 1.8095 0.4243  0.3746
H -0.0488 2.7363 -0.5730  0.3675
C 0.7339 -1.1262 -1.0371  -0.6940
C 2.2332 -0.2124 -0.4233  0.4222
O 2.4357 -0.4851 0.9283  -0.7200
O 3.2526 -0.7178 -1.2227  -0.7158
H 0.8548 -0.8896 -2.0916  0.2011
H -0.3406 -1.1961 -0.9239  0.2323
H 1.0827 -2.1388 -0.8367  0.1732
H 2.2827 0.8706 -0.5489  0.1584
H 2.4449 -1.4438 1.0626  0.4695
H 3.0571 -1.6413 -1.4452  0.4713

The calculation puts the orbital gap at 8.1723 eV. The HOMO energy comes out at -7.449 eV.

***

b | This record from the Open Molecules 2025 dataset describes a structure of composition C6H15NO2. The level of theory is wB97M-V/def2-TZVPD.

Last column: natural (NBO) charge in e.
Positions of all 24 atoms, in Å:
C 0.2181 0.0357 -0.4103  0.3824
C 0.6213 1.5368 1.0251  0.0560
C 0.4767 -0.8511 0.6644  -0.4023
C 0.2460 -2.5399 -0.3282  -0.2510
C -1.1949 0.2606 -0.8550  -0.7180
C 0.7894 2.7897 0.2031  -0.6659
N -1.1523 -2.8592 -0.4136  -0.8700
O 1.1970 0.1440 -1.3555  -0.7088
O -0.5460 1.5602 1.8314  -0.7593
H 0.7913 0.1299 -2.2301  0.4796
H -0.6216 2.4149 2.2793  0.4665
H 1.5116 1.3491 1.6387  0.1473
H -1.3644 -3.6305 -1.0386  0.3608
H -1.5508 -3.0670 0.4938  0.3583
H -0.3146 -0.9390 1.3948  0.2333
H 1.5004 -0.9358 1.0028  0.2198
H 0.8476 -3.2064 0.2992  0.1558
H 0.6960 -2.4836 -1.3174  0.1798
H -1.7396 0.7762 -0.0641  0.2563
H -1.2366 0.8596 -1.7659  0.2021
H -1.6864 -0.7016 -1.0168  0.2630
H 1.7056 2.7307 -0.3853  0.2230
H 0.8603 3.6951 0.8268  0.1892
H -0.0539 2.9313 -0.4787  0.2023

The calculation puts the orbital gap at 7.7104 eV. The HOMO energy comes out at -6.833 eV.

***

c | This record from the Open Molecules 2025 dataset describes the molecule C6H15NO2. The level of theory is wB97M-V/def2-TZVPD.

Last column: natural (NBO) charge in e.
Positions of all 24 atoms, in Å:
C -0.8146 -2.3841 -0.7885  -0.6197
C 0.3685 -1.8256 -0.0083  -0.1874
C 1.6346 -1.8474 -0.8470  -0.6212
C -0.0699 -0.3058 0.7770  -0.4200
C 0.3149 0.8098 -0.0887  0.1036
O 1.6963 1.0065 -0.2172  -0.7173
C -0.3414 2.2261 0.7802  0.2164
N -1.5714 2.1948 1.5126  -0.8580
O -0.4124 3.2446 -0.2106  -0.7486
H -1.7250 -2.4008 -0.1794  0.2035
H -1.0152 -1.7942 -1.6894  0.1955
H -0.6312 -3.4176 -1.1120  0.2099
H 0.5236 -2.4665 0.8673  0.1893
H 1.8782 -2.8687 -1.1710  0.2045
H 1.5304 -1.2473 -1.7572  0.2011
H 2.4949 -1.4758 -0.2835  0.2230
H 0.4674 -0.3018 1.7269  0.2203
H -1.1504 -0.3885 0.9008  0.2172
H -0.1599 0.7943 -1.0723  0.1554
H 1.8273 1.8704 -0.6449  0.4834
H 0.4643 2.5349 1.4526  0.1661
H -2.3442 1.8777 0.9373  0.3507
H -1.7843 3.1209 1.8821  0.3766
H -1.1806 3.0442 -0.7669  0.4557

The calculation puts the orbital gap at 9.6426 eV. The HOMO energy comes out at -8.900 eV.

***

Each structure's energy above the most stable one, in eV: a 1.127; b 2.416; c 0.000.

***

a | This record from the Open Molecules 2025 dataset describes a cluster of 3 separate species, C6H15NO2 in total. The level of theory is wB97M-V/def2-TZVPD.

Last column: natural (NBO) charge in e.
Positions of all 24 atoms, in Å:
C 1.3251 0.4073 -0.4126  0.1694
C 1.5330 1.6853 0.3886  -0.6236
C 2.5697 -0.4936 -0.2872  -0.6227
C 0.1284 -0.4659 0.0505  0.3208
O 1.1320 0.7719 -1.7787  -0.7315
O -0.1423 -1.4446 -0.7294  -0.7856
H 0.7747 -0.0207 -2.2083  0.4820
H 0.1721 -0.6479 1.1393  0.1149
H 3.4406 0.0481 -0.6590  0.2153
H 2.7520 -0.7782 0.7522  0.2047
H 0.7485 2.4136 0.1975  0.2222
H 2.4858 2.1389 0.1114  0.2179
H 1.5584 1.4654 1.4584  0.2069
H 2.4348 -1.4013 -0.8749  0.2245
C -2.4620 -0.9814 0.9496  0.0560
C -1.4245 0.8994 0.0844  -0.8229
N -2.5018 -1.8984 0.0041  -0.7294
H -3.2538 -1.8330 -0.6697  0.3831
H -1.5268 -2.0832 -0.3883  0.4557
H -3.3617 -0.4411 1.2114  0.1986
H -1.7001 -1.0696 1.7078  0.2009
H -1.3531 1.5226 0.9738  0.1938
H -2.4532 0.8701 -0.2727  0.2016
H -0.8757 1.3364 -0.7483  0.2475

The calculation puts the orbital gap at 8.4941 eV. The HOMO energy comes out at -8.123 eV.

***

b | This record from the Open Molecules 2025 dataset describes a cluster of 2 separate species, C6H15NO2 in total. The level of theory is wB97M-V/def2-TZVPD.

Last column: natural (NBO) charge in e.
Positions of all 24 atoms, in Å:
C 2.0141 -1.7459 -0.6354  -0.6179
C 1.0559 -1.0604 -1.6248  -0.3860
C 0.9004 0.4463 -1.3320  -0.4921
C 0.2299 0.6867 0.0152  0.6935
O 0.9710 0.8013 0.9921  -0.6769
N -1.1146 0.7605 0.0798  -0.4310
C -1.8540 1.0227 1.2922  -0.3983
C -1.9387 0.4494 -1.0920  -0.4072
H 2.2626 -2.7580 -0.9440  0.2105
H 2.8957 -1.1591 -0.3198  0.2144
H 1.5011 -1.7895 0.3174  0.2125
H 0.1458 -1.6449 -1.6041  0.1961
H 1.4708 -1.1816 -2.6293  0.2031
H 1.8963 0.8473 -1.2409  0.2424
H 0.2826 0.8840 -2.1213  0.2111
H -2.1080 2.0780 1.3930  0.1993
H -2.7381 0.3998 1.3333  0.2018
H -1.2382 0.7296 2.1412  0.2100
H -2.0238 1.3155 -1.7492  0.1937
H -1.5080 -0.3295 -1.6898  0.2091
H -2.9376 0.1941 -0.7665  0.2098
O 0.6144 0.1188 3.7222  -0.9436
H -0.0852 0.7066 3.4028  0.4553
H 1.3056 0.2283 3.0600  0.4905

The calculation puts the orbital gap at 10.2406 eV. The HOMO energy comes out at -9.554 eV.

***

c | This record from the Open Molecules 2025 dataset describes a cluster of 2 separate species, C6H15NO2 in total. The level of theory is wB97M-V/def2-TZVPD.

Last column: natural (NBO) charge in e.
Positions of all 24 atoms, in Å:
C -1.7735 -1.0567 -2.0640  -0.4364
N -1.6244 0.1494 -1.2004  -0.6183
C -1.5331 -0.2803 0.2331  -0.2434
C -0.9559 0.9107 0.9753  -0.4093
C 0.1789 0.6001 2.0665  -0.3825
C 1.3100 -0.4564 1.7682  -0.5308
C 2.3563 0.1320 0.7985  0.4535
O 2.8396 1.2272 0.7927  -0.5082
H -1.0357 -1.8124 -1.7972  0.1687
H -2.8553 -1.2654 -2.0317  0.2031
H -1.6343 -0.7003 -3.1216  0.2009
H -0.8044 0.6628 -1.4937  0.3556
H -1.0627 -1.2565 0.3161  0.1656
H -2.5949 -0.3075 0.4878  0.1972
H -0.5953 1.7629 0.3905  0.2173
H -1.7871 1.2901 1.5823  0.2122
H -0.3498 0.2491 2.9441  0.1969
H 0.5405 1.5605 2.3437  0.2187
H 1.5468 -0.8746 2.7487  0.2532
H 0.8593 -1.2499 1.1559  0.2069
H 2.5984 -0.5572 -0.0236  0.0772
O 1.9968 0.7825 -2.4574  -0.9278
H 2.5154 0.6114 -1.6486  0.4686
H 1.8643 -0.1215 -2.7652  0.4611

The calculation puts the orbital gap at 9.5281 eV. The HOMO energy comes out at -8.912 eV.

***

d | This record from the Open Molecules 2025 dataset describes a structure of composition C6H15NO2. The level of theory is wB97M-V/def2-TZVPD.

Last column: natural (NBO) charge in e.
Positions of all 24 atoms, in Å:
C -0.8728 -0.4876 0.1174  0.5185
C 1.6601 -0.1988 -0.0251  0.0680
C -0.0765 0.1546 -0.8882  -0.1909
C -1.4666 0.2629 1.2776  -0.6784
C 1.8843 0.0039 1.4488  -0.6621
C -0.1637 1.6376 -1.1377  -0.6351
N -2.1689 -0.3825 -1.3801  -0.9820
O -0.6443 -1.7895 0.4403  -0.7147
O 1.9515 -1.5609 -0.3448  -0.7582
H 0.1826 -2.0947 0.0199  0.5095
H 2.1520 -1.6293 -1.2845  0.4797
H 2.2869 0.4698 -0.6238  0.1552
H 0.1433 -0.4495 -1.7626  0.2172
H -3.0199 -0.0335 -0.9414  0.3325
H -2.2919 -1.3870 -1.4970  0.3396
H -2.2483 -0.3569 1.7145  0.2360
H -1.8955 1.2097 0.9659  0.2233
H -0.7217 0.4365 2.0534  0.2266
H 2.9312 -0.1805 1.7120  0.2207
H 1.6371 1.0272 1.7312  0.2160
H 1.2815 -0.6920 2.0340  0.2170
H 0.7677 1.9990 -1.5744  0.2117
H -0.9799 1.8343 -1.8294  0.2423
H -0.3283 2.2074 -0.2260  0.2075

The calculation puts the orbital gap at 8.4923 eV. The HOMO energy comes out at -7.761 eV.

***

Each structure's energy above the most stable one, in eV: a 3.572; b 0.000; c 1.831; d 3.076.

***

a | This record from the Open Molecules 2025 dataset describes the molecule C4H3FO3. The level of theory is wB97M-V/def2-TZVPD.

Last column: natural (NBO) charge in e.
Positions of all 11 atoms, in Å:
O -0.6698 -0.2267 2.9607  -0.5567
C -0.3597 -0.2360 1.8039  0.9654
O 0.5822 -1.0395 1.3065  -0.4722
C 0.7691 -0.8002 -0.0714  -0.1248
C -0.2244 0.3292 -0.3292  0.1683
C -0.4803 1.0053 -1.4442  0.1713
F 0.1625 0.6770 -2.5427  -0.3164
O -0.8394 0.5993 0.8577  -0.4518
H 1.7685 -0.3993 -0.2706  0.2145
H 0.5058 -1.7003 -0.7131  0.2162
H -1.2145 1.7913 -1.5576  0.1862

The calculation puts the orbital gap at 10.3408 eV. The HOMO energy comes out at -9.709 eV.

***

b | This record from the Open Molecules 2025 dataset describes the molecule C4H3FO3. The level of theory is wB97M-V/def2-TZVPD.

Last column: natural (NBO) charge in e.
Positions of all 11 atoms, in Å:
O 0.1527 -1.9578 -2.3326  -0.5468
C 0.0244 -1.2857 -1.3636  0.9697
O -0.5883 -1.6420 -0.2246  -0.4747
C -0.5479 -0.5891 0.7290  -0.1226
C 0.2038 0.4796 -0.0157  0.1714
C 0.5504 1.6997 0.4014  0.1694
F 0.1983 2.0879 1.6367  -0.3230
O 0.5225 -0.0088 -1.2526  -0.4589
H -1.5741 -0.2814 0.9956  0.2137
H -0.0257 -0.9176 1.6321  0.2140
H 1.0838 2.4153 -0.2058  0.1877

The calculation puts the orbital gap at 10.3544 eV. The HOMO energy comes out at -9.710 eV.

***

Each structure's energy above the most stable one, in eV: a 0.134; b 0.000.

***

a | This record from the Open Molecules 2025 dataset describes the molecule C4H2O2. The level of theory is wB97M-V/def2-TZVPD.

Last column: natural (NBO) charge in e.
Positions of all 8 atoms, in Å:
O -2.9569 -0.7539 0.0441  -0.4678
C -1.8710 -1.0227 -0.4136  0.3678
C -0.6390 -0.3838 0.0258  -0.1952
C 0.3848 0.1561 0.3489  0.3823
C 2.2679 1.3207 -0.1256  0.1666
O 1.4857 0.7422 0.7950  -0.4720
H -1.7443 -1.7798 -1.2071  0.1414
H 3.0727 1.7212 0.5326  0.0770

The calculation puts the orbital gap at 9.3377 eV. The HOMO energy comes out at -10.049 eV.

***

b | This record from the Open Molecules 2025 dataset describes the molecule C4H2O2. The level of theory is wB97M-V/def2-TZVPD.

Last column: natural (NBO) charge in e.
Positions of all 8 atoms, in Å:
C 0.0795 0.1649 -0.7579  -0.5489
C -0.0037 0.2788 0.7282  -0.5490
C 1.1687 -0.5591 -0.8357  0.7341
C -1.2688 -0.0285 0.8753  0.7342
O 2.2313 -1.0263 -1.0244  -0.4569
O -2.4214 -0.0920 1.0998  -0.4569
H -0.4869 0.6296 -1.5521  0.2717
H 0.7013 0.6324 1.4668  0.2717

The calculation puts the orbital gap at 9.1285 eV. The HOMO energy comes out at -8.641 eV.

***

Each structure's energy above the most stable one, in eV: a 3.384; b 0.000.

***

a | This record from the Open Molecules 2025 dataset describes the molecule C4H2O2. The level of theory is wB97M-V/def2-TZVPD.

Last column: natural (NBO) charge in e.
Positions of all 8 atoms, in Å:
O 0.2144 2.3103 -0.1372  -0.4924
C 0.1208 1.1326 -0.0773  0.5463
C -0.3698 -0.0442 -0.7734  -0.2965
C -0.6203 -0.8744 0.3921  0.5463
O -1.2871 -1.7557 0.8138  -0.4924
C 0.5388 -0.0430 0.6668  -0.2965
H -0.1384 -0.3640 -1.7740  0.2427
H 1.5418 -0.3616 0.8891  0.2427

The calculation puts the orbital gap at 10.7664 eV. The HOMO energy comes out at -10.186 eV.

***

b | This record from the Open Molecules 2025 dataset describes the molecule C4H2O2. The level of theory is wB97M-V/def2-TZVPD.

Last column: natural (NBO) charge in e.
Positions of all 8 atoms, in Å:
O -3.2033 -0.0280 0.2739  -0.4045
C -2.0934 0.2034 0.0469  0.7500
C -0.8621 0.5968 -0.2906  -0.3888
C 0.1778 -0.1680 0.0847  -0.1783
C 1.6077 0.1127 -0.1981  0.3713
O 2.4593 -0.6417 0.2161  -0.4790
H 0.0566 -1.0890 0.6546  0.1988
H 1.8575 1.0138 -0.7875  0.1305

The calculation puts the orbital gap at 8.2856 eV. The HOMO energy comes out at -9.883 eV.

***

Each structure's energy above the most stable one, in eV: a 0.067; b 0.000.